Computed, not measured: a structure of composition C64H96F6N13O14S6 in a non-equilibrium geometry, with ωB97M-V/def2-TZVPD.

## Properties
Spin multiplicity: 1
Total charge: +7
Energy relative to the best compared isomer or geometry (same formula, charge and spin), kJ/mol: 0.0

Element x y z (Å)
C: 8.1894 3.6648 3.7180
C: 7.4412 2.6419 2.8174
N: 7.9411 2.4408 1.3327
C: 7.5726 3.5954 0.6006
C: 9.3748 2.0444 1.2345
C: 9.8312 1.7597 -0.1338
C: 7.0569 1.2841 0.7826
C: 5.5996 1.3238 1.0568
O: 5.3470 0.7313 2.2829
C: 4.0214 0.1440 2.3260
H: 7.5609 3.7921 4.5942
H: 8.3094 4.6867 3.3008
H: 9.1309 3.2876 4.0995
H: 6.3648 2.8997 2.6960
H: 7.3812 1.6520 3.2649
H: 8.2125 4.4776 0.8560
H: 6.5156 3.8256 0.8632
H: 7.5992 3.4330 -0.4828
H: 9.4868 1.1287 1.7660
H: 9.9265 2.9046 1.6698
H: 9.5031 2.5378 -0.7827
H: 9.4272 0.8078 -0.4777
H: 10.8959 1.7396 -0.2073
H: 7.4800 0.4054 1.2361
H: 7.2687 1.2343 -0.2672
H: 5.1434 0.7226 0.3219
H: 5.2486 2.3549 0.8951
H: 3.8214 -0.1048 3.3720
H: 3.9597 -0.7373 1.7035
H: 3.2940 0.8582 1.9726
C: -3.2440 8.2319 -6.7411
C: -3.9438 6.9809 -6.5981
N: -4.3255 6.5813 -5.1786
C: -5.5813 7.4681 -4.8405
C: -4.7339 5.2020 -5.1518
C: -5.1683 4.6232 -3.7642
C: -3.2870 6.9531 -4.1055
C: -1.9875 6.2682 -4.1477
O: -2.0366 4.9972 -3.4513
C: -0.6784 4.5219 -3.1724
H: -3.7112 9.0647 -6.1935
H: -3.0660 8.4595 -7.7767
H: -2.2033 8.0955 -6.4537
H: -3.4152 6.1164 -7.0142
H: -4.9181 6.9536 -7.0853
H: -6.3219 7.4133 -5.5941
H: -5.3138 8.4955 -4.6509
H: -6.0190 7.0399 -3.9702
H: -3.9156 4.6050 -5.5335
H: -5.5302 5.1108 -5.9063
H: -5.4665 3.6206 -3.9497
H: -6.0192 5.0949 -3.2638
H: -4.3198 4.5801 -3.0731
H: -3.8508 6.8934 -3.1805
H: -3.1974 8.0515 -4.2893
H: -1.2216 6.8543 -3.7001
H: -1.5783 6.1254 -5.1542
H: -0.8952 3.6638 -2.5377
H: -0.0593 5.2459 -2.5989
H: -0.0779 4.1734 -4.0012
C: -0.3629 4.4010 2.1240
N: -0.8678 4.3866 3.4814
C: -2.1434 4.0290 3.6068
C: -2.7342 3.9017 4.8423
C: -1.9271 4.1923 6.0080
C: -0.5996 4.5728 5.8390
C: -0.0991 4.5129 4.5675
C: -2.4462 3.9889 7.3484
C: -1.5856 3.8260 8.4428
C: -2.1180 3.5153 9.6991
N: -3.3931 3.2674 9.9566
C: -4.2872 3.2705 8.9026
C: -3.7756 3.6368 7.6047
C: -3.8364 3.0989 11.3891
H: 0.5486 4.9916 2.0838
H: -1.1280 4.8617 1.5844
H: -0.1324 3.3622 1.7970
H: -2.7678 3.9509 2.7260
H: -3.8019 3.7281 4.8969
H: 0.0698 4.8309 6.5950
H: 0.9567 4.6412 4.4435
H: -0.5484 3.9705 8.3607
H: -1.3900 3.4996 10.5034
H: -5.3388 3.0336 9.0114
H: -4.4964 3.5238 6.8230
H: -4.6066 3.8472 11.6536
H: -3.0312 3.1815 12.1206
H: -4.3605 2.1688 11.3335
C: -10.2752 -4.1342 8.3283
N: -9.3537 -3.6645 7.2529
C: -9.7921 -2.9054 6.2722
C: -8.9418 -2.4971 5.2150
C: -7.5983 -2.9105 5.2171
C: -7.1510 -3.6414 6.3625
C: -8.0312 -3.9327 7.3296
C: -6.6449 -2.7271 4.0565
C: -5.8560 -3.8344 3.7013
C: -4.8020 -3.6503 2.8484
N: -4.4015 -2.4056 2.4452
C: -5.1932 -1.3379 2.7216
C: -6.3210 -1.4586 3.5625
C: -3.2364 -2.2425 1.5682
H: -10.8042 -3.3518 8.8490
H: -9.7241 -4.6699 9.1334
H: -10.9149 -4.8387 7.8439
H: -10.8948 -2.7131 6.1897
H: -9.3502 -1.9379 4.4399
H: -6.1404 -3.9808 6.4213
H: -7.7684 -4.5389 8.1601
H: -5.9295 -4.8157 4.1591
H: -4.1436 -4.4859 2.5990
H: -4.8539 -0.3574 2.4017
H: -6.9124 -0.6284 3.9367
H: -2.8217 -1.2590 1.7833
H: -3.4081 -2.2105 0.4818
H: -2.4988 -2.9709 1.8699
C: 1.6594 1.9590 -6.1320
N: 2.3549 0.7686 -6.5522
C: 1.9289 -0.4750 -6.2130
C: 2.5689 -1.6675 -6.5730
C: 3.7411 -1.5570 -7.2877
C: 4.2765 -0.2514 -7.5630
C: 3.5845 0.8845 -7.1429
C: 4.4586 -2.8159 -7.7250
C: 4.8928 -2.8935 -9.0160
C: 5.4846 -4.0547 -9.4810
N: 5.6885 -5.0699 -8.6174
C: 5.2978 -4.9744 -7.3117
C: 4.6331 -3.8608 -6.8603
C: 6.4078 -6.3277 -9.0848
H: 2.1469 2.4919 -5.3154
H: 0.6555 1.7809 -5.7865
H: 1.5019 2.5735 -7.0135
H: 0.9976 -0.6217 -5.7353
H: 2.1874 -2.6265 -6.2901
H: 5.2185 -0.0198 -8.1082
H: 3.8933 1.9083 -7.4733
H: 4.8556 -1.9687 -9.6221
H: 5.8942 -4.1423 -10.4864
H: 5.5175 -5.7775 -6.5785
H: 4.3659 -3.7187 -5.8629
H: 7.4491 -6.2633 -8.8452
H: 6.4159 -6.3883 -10.1764
H: 5.9177 -7.2277 -8.7647
C: 2.3065 -3.0379 1.1494
N: 1.7773 -4.3056 0.4632
C: 1.1261 -4.2093 -0.6981
C: 0.6051 -5.3242 -1.4297
C: 0.8208 -6.5652 -0.9396
C: 1.6638 -6.6625 0.2294
C: 2.0821 -5.5769 0.9262
C: 0.3811 -7.8816 -1.5455
C: -0.9144 -8.0120 -2.0439
C: -1.3210 -9.2665 -2.5212
N: -0.4926 -10.3298 -2.4822
C: 0.7602 -10.2160 -2.0061
C: 1.2067 -8.9929 -1.5589
C: -1.0518 -11.6939 -2.7164
H: 2.9382 -2.4608 0.4745
H: 2.9549 -3.3590 1.9830
H: 1.4538 -2.4744 1.5051
H: 1.0606 -3.1647 -1.0728
H: 0.1187 -5.2323 -2.3992
H: 2.0722 -7.5805 0.5980
H: 2.7584 -5.6861 1.7505
H: -1.6715 -7.2379 -2.0772
H: -2.2903 -9.5103 -2.9018
H: 1.3235 -11.1633 -1.9198
H: 2.1726 -8.9878 -1.0512
H: -1.0637 -12.2093 -1.7526
H: -0.4374 -12.1965 -3.4616
H: -2.0430 -11.5787 -3.1706
N: 4.0624 0.2011 -3.0811
S: 4.9059 -1.0651 -2.7375
O: 6.2747 -0.9272 -3.0864
O: 4.1230 -2.2701 -2.8879
F: 4.7750 -0.9460 -1.1925
S: 2.8120 0.7663 -2.3473
O: 1.9737 1.5039 -3.2782
O: 3.0225 1.1824 -0.9891
F: 1.9912 -0.5771 -2.2286
N: -1.2081 0.1272 5.5411
S: -0.5744 0.1243 4.0873
O: -0.3669 1.5474 3.8213
O: -1.0213 -0.7420 2.9966
F: 0.7827 -0.3429 4.4794
S: -2.6926 -0.4557 5.7401
O: -3.3161 -1.2027 4.6547
O: -3.4901 0.6378 6.3152
F: -2.3949 -1.2764 6.9807
N: -0.7675 -0.0456 -1.5115
S: -0.5405 0.3007 0.0582
O: -0.1528 1.6342 0.3020
O: 0.1578 -0.7668 0.6945
F: -2.0523 0.2938 0.5588
S: -1.5722 -1.1963 -2.1893
O: -1.1590 -2.4384 -1.5561
O: -1.7339 -1.0137 -3.5737
F: -2.9816 -0.9143 -1.5122



Computed, not measured: a cluster of 9 separate species, C65H136F12N5O10 in total in a non-equilibrium geometry, with ωB97M-V/def2-TZVPD.

## Properties
Calculated total energy, eV: -130126.29612
Spin multiplicity: 1
Total charge: +1

Element x y z (Å)
C: 3.9462 3.4126 2.8495
C: 4.1836 4.8965 2.9077
C: 3.8914 5.6892 1.6390
C: 4.8496 5.0854 0.5560
N: 4.8545 5.9505 -0.7572
C: 5.7727 5.3974 -1.8842
C: 6.1079 6.6646 -2.7445
C: 5.9036 7.8440 -1.8345
C: 5.5343 7.3752 -0.4511
C: 3.4112 6.0757 -1.3987
C: 2.6548 4.6964 -1.5165
C: 1.4036 4.6829 -2.4065
H: 4.0538 2.9501 3.8307
H: 4.6863 2.9431 2.2015
H: 2.9900 3.1464 2.3990
H: 5.1925 5.1186 3.2553
H: 3.5748 5.3618 3.6829
H: 4.0239 6.7563 1.8173
H: 2.9092 5.5632 1.1834
H: 4.5940 4.0748 0.2371
H: 5.8673 5.0334 0.9429
H: 5.3932 4.5070 -2.3855
H: 6.7021 5.2225 -1.3423
H: 5.5063 6.7047 -3.6525
H: 7.1465 6.6515 -3.0751
H: 5.1060 8.4818 -2.2154
H: 6.8410 8.3964 -1.7685
H: 4.7582 7.9637 0.0382
H: 6.3117 7.2361 0.3001
H: 3.5411 6.4895 -2.3987
H: 2.9369 6.8738 -0.8277
H: 2.5001 4.3302 -0.5016
H: 3.3398 4.0416 -2.0552
H: 0.9538 3.6951 -2.3063
H: 1.5330 4.9226 -3.4620
H: 0.5874 5.2961 -2.0244
C: 1.5733 0.7840 4.9332
C: 0.9246 2.0464 5.4453
C: -0.5062 1.9114 5.7493
C: -1.2188 3.0983 6.3428
N: -2.7480 3.0131 6.5054
C: -3.4449 3.4069 5.1383
C: -3.6989 4.9195 5.3071
C: -3.1643 5.3631 6.7023
C: -3.2524 4.0845 7.5470
C: -3.3323 1.5955 6.8294
C: -2.8800 1.1346 8.2279
C: -3.2735 -0.2964 8.5911
H: 1.5465 -0.0995 5.5710
H: 2.6134 0.9597 4.6585
H: 1.1438 0.5389 3.9619
H: 1.1466 2.8451 4.7375
H: 1.4182 2.4481 6.3302
H: -0.5646 1.0407 6.4023
H: -1.0065 1.5228 4.8622
H: -0.9803 3.9810 5.7495
H: -0.8102 3.2853 7.3358
H: -4.3472 2.7958 5.1154
H: -2.7399 3.2177 4.3288
H: -4.7504 5.1985 5.2384
H: -3.1836 5.4046 4.4781
H: -3.7281 6.2183 7.0751
H: -2.1474 5.7428 6.6028
H: -4.2869 3.8672 7.8128
H: -2.6059 3.9777 8.4180
H: -2.8606 1.0774 5.9944
H: -4.3991 1.4811 6.6374
H: -3.3384 1.6435 9.0758
H: -1.8409 1.4369 8.3587
H: -2.7166 -1.0292 8.0071
H: -4.3168 -0.5910 8.4773
H: -3.1647 -0.3737 9.6728
C: 0.6643 -8.6851 -2.4325
C: 1.5247 -7.8800 -1.3982
C: 0.9270 -7.7002 0.0109
C: -0.3248 -6.6988 -0.0026
N: -1.0991 -6.5883 1.3653
C: -0.2242 -6.1900 2.6011
C: 0.2945 -7.5349 3.1457
C: -0.6884 -8.6475 2.8472
C: -1.6201 -7.9649 1.7844
C: -2.2918 -5.6439 1.2762
C: -1.9165 -4.1686 1.0402
C: -3.0552 -3.1620 0.7476
H: 1.3086 -8.7630 -3.3082
H: -0.2283 -8.1294 -2.7200
H: 0.5241 -9.6711 -1.9895
H: 1.8956 -6.9168 -1.7486
H: 2.4159 -8.4802 -1.2148
H: 1.7227 -7.3907 0.6885
H: 0.5261 -8.6530 0.3566
H: -1.0054 -7.0075 -0.7961
H: -0.0368 -5.6955 -0.3166
H: -0.9407 -5.7907 3.3189
H: 0.4407 -5.3550 2.3801
H: 0.2776 -7.4040 4.2277
H: 1.3474 -7.6552 2.8909
H: -1.2974 -8.8569 3.7266
H: -0.1513 -9.5449 2.5400
H: -2.6302 -7.9196 2.1915
H: -1.7094 -8.6370 0.9309
H: -2.8231 -5.7203 2.2249
H: -2.9118 -5.9255 0.4251
H: -1.1610 -4.0454 0.2643
H: -1.4447 -3.8412 1.9667
H: -3.8557 -3.0575 1.4800
H: -3.6024 -3.4138 -0.1608
H: -2.7710 -2.1154 0.6384
C: -4.8940 2.9361 -2.5704
C: -4.8574 1.4178 -2.1568
N: -4.4483 0.4133 -3.2739
C: -5.6216 0.3493 -4.3554
C: -3.1107 0.9238 -3.8646
C: -2.4101 -0.1051 -4.7928
C: -4.3248 -0.9737 -2.5998
C: -5.3617 -1.4591 -1.5672
O: -6.6642 -1.2312 -2.0334
C: -7.5251 -2.0869 -1.2276
H: -5.1399 3.5685 -1.7173
H: -5.6715 3.1663 -3.2988
H: -3.9670 3.2406 -3.0562
H: -5.8305 1.1414 -1.7508
H: -4.1830 1.2213 -1.3234
H: -5.6989 1.2474 -4.9682
H: -6.5657 0.0546 -3.8973
H: -5.4008 -0.4585 -5.0531
H: -2.4405 1.3021 -3.0928
H: -3.4529 1.7475 -4.4912
H: -1.5226 0.1417 -5.3755
H: -3.1264 -0.3920 -5.5626
H: -2.1137 -1.0343 -4.3062
H: -3.2953 -0.9980 -2.2424
H: -4.1596 -1.6785 -3.4147
H: -5.2800 -1.1046 -0.5397
H: -5.2754 -2.5423 -1.4810
H: -7.1347 -3.0936 -1.0784
H: -8.4280 -2.2205 -1.8233
H: -7.8581 -1.6194 -0.3010
C: 1.5599 0.8482 -4.0934
C: 0.5436 0.3255 -3.0198
N: 1.0737 0.0737 -1.6182
C: 1.5990 1.4964 -1.1088
C: -0.1611 -0.4018 -0.8235
C: 0.1242 -0.8675 0.6234
C: 2.3112 -0.8428 -1.3674
C: 2.1844 -2.3446 -1.7989
O: 2.0883 -2.3005 -3.1614
C: 1.2182 -3.2399 -3.7889
H: 2.3684 0.1349 -4.2535
H: 1.9639 1.8347 -3.8657
H: 1.2015 0.9801 -5.1143
H: -0.0242 -0.5532 -3.3257
H: -0.2565 1.0643 -2.9731
H: 1.9355 1.3327 -0.0850
H: 0.7613 2.1846 -0.9960
H: 2.4102 1.8408 -1.7503
H: -0.6270 -1.2791 -1.2722
H: -0.9117 0.3883 -0.8445
H: 0.7265 -1.7746 0.6751
H: -0.8037 -1.1590 1.1155
H: 0.5744 -0.0577 1.1975
H: 2.7029 -0.7047 -0.3596
H: 3.1546 -0.4332 -1.9233
H: 1.3365 -2.8345 -1.3202
H: 3.1520 -2.8281 -1.6638
H: 1.2752 -3.2958 -4.8759
H: 0.2148 -2.8418 -3.6380
H: 1.1634 -4.2561 -3.3984
C: -2.4545 -4.2982 -3.7831
O: -2.7776 -3.3724 -4.8256
O: -2.0342 -3.4897 -2.6745
C: -3.5615 -5.4477 -3.5613
F: -3.5721 -6.3826 -4.4735
F: -3.3453 -6.1149 -2.4021
F: -4.7251 -4.8686 -3.5027
C: -2.6846 -3.9874 -6.1185
C: -3.1801 -2.9249 -7.0762
H: -2.4789 -2.1044 -7.2286
H: -3.1776 -3.2334 -8.1216
H: -4.1693 -2.5024 -6.8997
H: -3.2854 -4.8794 -6.2961
H: -1.6921 -4.3463 -6.3910
H: -1.5767 -4.8478 -4.1230
C: -1.9022 3.6365 -0.2293
O: -2.5497 4.9313 -0.1920
O: -1.5343 3.3098 -1.5059
C: -0.7484 3.6751 0.7956
F: 0.3642 4.3712 0.5413
F: -1.1864 4.0848 1.9593
F: -0.3395 2.4051 1.0443
C: -3.8258 5.0760 0.6045
C: -4.0082 6.5904 0.9365
H: -3.1738 6.9860 1.5155
H: -4.0896 7.1083 -0.0191
H: -4.9281 6.7714 1.4926
H: -3.8645 4.5736 1.5711
H: -4.6862 4.6807 0.0646
H: -2.6406 2.9132 0.1167
C: 4.0046 -4.0345 2.9026
O: 4.4991 -4.3548 1.5348
O: 5.1464 -4.0062 3.7630
C: 2.9870 -2.8276 2.8477
F: 1.7550 -3.2939 2.4974
F: 2.8388 -2.1550 3.9612
F: 3.2881 -1.8198 1.9827
C: 3.8620 -5.4438 0.8313
C: 4.3893 -5.4880 -0.6249
H: 5.4505 -5.7073 -0.5078
H: 3.8790 -6.2470 -1.2179
H: 4.2964 -4.5333 -1.1427
H: 2.8147 -5.1796 0.6851
H: 3.9907 -6.4368 1.2621
H: 3.3473 -4.8848 3.0845
C: 5.4836 1.4298 -2.2399
O: 4.8292 2.3431 -3.1254
O: 4.8651 1.5027 -0.9794
C: 5.8396 -0.0184 -2.8667
F: 7.0372 0.0389 -3.5086
F: 6.0175 -0.9406 -1.9112
F: 4.8449 -0.4979 -3.6525
C: 5.2977 2.7149 -4.4214
C: 4.4585 3.7824 -5.0095
H: 3.6208 3.2411 -5.4493
H: 4.0607 4.5647 -4.3631
H: 5.0235 4.2478 -5.8172
H: 5.3604 1.9136 -5.1577
H: 6.2905 3.1551 -4.3283
H: 6.4519 1.9303 -2.2388